# C39H29CoIN6O8S

C39H29CoIN6O8S as an isolated structure in a non-equilibrium geometry (wB97M-V/def2-TZVPD, OMol25).

ORCA input file:
```
! RIJCOSX wB97M-V def2-TZVPD def2/J DEFGRID3
* xyz 1 1
Co 0.3864 -0.8231 -0.1856
O -3.4423 -3.4740 -5.0660
N -2.4952 -4.1911 -4.8109
O -2.1392 -5.1394 -5.4725
C -1.6167 -3.7691 -3.6961
C -0.9741 -4.7720 -3.0328
C -0.1575 -4.4413 -1.9205
C 0.6052 -5.3553 -1.1575
C 1.3856 -4.8997 -0.1309
C 1.4107 -3.5264 0.1828
N 0.6894 -2.6670 -0.5051
C -0.0746 -3.1004 -1.5499
C -0.7198 -2.0789 -2.2825
N -0.4493 -0.8282 -1.8448
C -0.6183 0.2654 -2.7128
C -1.6808 -0.0032 -3.7344
C -2.0773 -1.2363 -4.0593
C -1.5039 -2.3916 -3.3773
H -1.0821 -5.7949 -3.3608
H 0.5764 -6.4095 -1.4038
H 1.9856 -5.5761 0.4602
H 1.9882 -3.1397 1.0114
H 0.3205 0.5943 -3.1765
H -2.0820 0.8665 -4.2390
H -2.8204 -1.3805 -4.8275
O 2.6955 -2.5154 5.4088
S 1.4111 -2.3859 4.7953
O 0.3769 -3.3343 5.0940
N 1.5729 -2.2744 3.1529
C 1.2061 -1.0989 2.7293
O 1.2138 -0.7522 1.5016
C 0.7191 -0.1530 3.7726
C 0.2143 1.1235 3.6113
C -0.2021 1.8044 4.7495
C -0.1132 1.2114 6.0069
C 0.3805 -0.0804 6.1622
C 0.7861 -0.7389 5.0205
H 0.1396 1.5586 2.6229
H -0.6034 2.8059 4.6631
H -0.4419 1.7619 6.8784
H 0.4409 -0.5465 7.1361
N -4.5901 -1.5886 3.1109
C -3.5209 -1.5029 2.2988
C -2.3702 -2.2769 2.5203
C -1.2979 -2.1440 1.6837
N -1.2763 -1.2897 0.6398
C -2.3893 -0.5761 0.3987
C -3.5109 -0.6530 1.1797
H -4.5784 -2.1871 3.9171
H -5.4044 -1.0217 2.9595
H -2.3112 -2.9717 3.3480
H -0.4138 -2.7335 1.8589
H -2.3771 0.0489 -0.4809
H -4.3797 -0.0619 0.9240
C 3.3782 0.9835 0.5177
C 2.7400 0.7927 -0.8183
O 2.0701 -0.2142 -1.0891
C 2.9207 1.8156 -1.8653
C 2.8010 1.4524 -3.2084
C 2.9128 2.4135 -4.1964
C 3.1214 3.7433 -3.8475
C 3.2446 4.1103 -2.5143
C 3.1654 3.1457 -1.5229
H 3.2995 0.0760 1.1024
H 2.8810 1.7949 1.0555
H 4.4214 1.2725 0.3835
H 2.6484 0.4111 -3.4609
H 2.8434 2.1299 -5.2379
H 3.1989 4.4965 -4.6204
H 3.4139 5.1448 -2.2483
H 3.2690 3.4358 -0.4857
I -0.7700 8.0189 0.4834
C -0.7206 5.9872 0.0563
C -0.0301 5.1251 0.9023
C 0.0068 3.7745 0.6097
C -0.6336 3.2858 -0.5274
C -1.3212 4.1552 -1.3691
C -1.3722 5.5065 -1.0731
C -0.5264 1.8485 -0.8415
O -1.0217 1.5090 -1.9989
O -0.0155 1.0695 -0.0212
H 0.4748 5.5082 1.7780
H 0.5371 3.0908 1.2585
H -1.8150 3.7771 -2.2530
H -1.9128 6.1828 -1.7200
*
```

HOMO-LUMO gap (alpha / beta), eV: 6.95 / 6.95
DFT total energy, Ha: -4512.4848
Energy relative to the best compared isomer or geometry (same formula, charge and spin), kJ/mol: 95.5
HOMO energy (alpha / beta), eV: -10.46 / -10.46

Atom charges from the Mulliken analysis, given in e for atoms 1 to 8:
1 Co -0.39
2 O -0.59
3 N 0.99
4 O -0.57
5 C 0.12
6 C -1.25
7 C 0.98
8 C -0.76

---

# C24H62ClN5O16P5S5

C24H62ClN5O16P5S5 as an isolated structure in a non-equilibrium geometry (wB97M-V/def2-TZVPD, OMol25).

ORCA input file:
```
! RIJCOSX wB97M-V def2-TZVPD def2/J DEFGRID3
* xyz 1 1
C 1.5832 -3.4651 4.0128
C 2.0078 -2.3245 3.0661
O 1.4490 -2.1442 1.7827
C 0.3829 -1.5461 1.1398
P -1.0294 -1.7624 2.4116
O -1.2454 -3.3214 2.8034
O -2.4653 -1.1539 1.9180
S -0.7169 -0.9775 4.1730
C 0.2199 -2.6031 -0.0917
P -1.1915 -3.9178 -0.0411
O -1.1003 -4.6025 -1.5450
O -2.7142 -3.3373 0.1337
P 1.6584 -3.9318 -0.2832
O 1.5214 -4.8901 1.0728
Cl 3.5441 -3.0537 -0.1474
O 0.3254 -2.1270 -1.4215
C -0.1903 -0.8005 -1.7176
C 0.1912 -0.7898 -3.2375
N -0.4829 0.1822 -4.0753
C -1.7024 -0.8830 -1.5045
C -2.7404 0.1170 -2.0208
C -4.0994 -0.6111 -2.1581
O -4.0838 -1.5502 -3.2241
C 0.7441 0.1134 -0.8317
N 2.1221 -0.4339 -1.0916
C 3.0178 0.2614 -1.5768
O 3.9129 0.9284 -1.8610
P 0.7165 1.8065 -1.6502
N -0.6768 2.5738 -1.7514
N 0.6026 -0.0565 0.6747
C -0.4919 0.8570 1.2345
C -0.4265 2.4016 1.2834
C -0.4701 3.0337 2.7145
C -1.2635 4.3505 2.6893
C -0.5133 5.6060 2.1226
N 0.7955 5.3997 1.5336
P 2.0873 0.6391 1.4833
O 2.4957 1.9210 0.8934
O 1.7059 0.8972 3.0314
O 3.4286 -0.2694 1.3273
H 2.4673 -3.9279 4.4671
H 0.9927 -4.2643 3.5632
H 0.9987 -3.0666 4.8483
H 1.9750 -1.4215 3.6945
H 3.0927 -2.4589 2.9347
H -2.1790 -3.5016 3.0174
H -3.1613 -1.8142 2.0393
H -0.6429 -5.4435 -1.4550
H -3.2520 -3.2569 -0.6683
H 2.1101 -5.6401 0.9126
H -0.0977 -1.7841 -3.6074
H 1.2697 -0.7200 -3.3982
H -1.1157 -0.2662 -4.7266
H 0.2097 0.6775 -4.6245
H -1.9842 -1.8613 -1.9272
H -1.9165 -1.0258 -0.4318
H -2.9389 0.8852 -1.2565
H -2.5640 0.6398 -2.9580
H -4.3891 -1.0633 -1.1963
H -4.8438 0.1741 -2.3582
H -4.6158 -2.2997 -2.9509
H 1.1522 1.6770 -2.9996
H 1.6283 2.7268 -1.0774
H -1.3716 2.0147 -1.2636
H -0.6845 0.6571 2.2982
H -1.4211 0.5689 0.7341
H 0.3484 2.9477 0.7532
H -1.3483 2.7795 0.8243
H -0.9518 2.3702 3.4457
H 0.5652 3.1654 3.0458
H -2.2133 4.1729 2.1692
H -1.5338 4.5808 3.7292
H -1.1460 6.0267 1.3305
H -0.4523 6.3635 2.9079
H 0.7646 5.0671 0.5831
H 1.4329 4.8823 2.1181
H 2.4689 0.7195 3.5967
H 3.8225 -0.4833 2.1826
C -3.4656 -2.9785 7.4614
S -2.3008 -3.4186 6.1678
O -3.0220 -3.2589 4.8646
C -2.2675 -5.1799 6.5243
H -3.6627 -1.9107 7.3905
H -4.3945 -3.5325 7.3260
H -3.0262 -3.2046 8.4326
H -3.2743 -5.5910 6.4494
H -1.8668 -5.3376 7.5254
H -1.6202 -5.6613 5.7935
C 4.1335 -0.4462 -7.2471
S 2.8240 -0.9209 -6.1126
O 2.4061 0.3109 -5.3775
C 3.8713 -1.8698 -4.9989
H 3.7019 0.1951 -8.0128
H 4.9089 0.0980 -6.7079
H 4.5494 -1.3398 -7.7120
H 4.6652 -1.2325 -4.6076
H 4.2957 -2.7178 -5.5358
H 3.2536 -2.2328 -4.1778
C 3.0034 8.5436 5.0797
S 2.4865 7.6146 3.6285
O 2.0175 6.2837 4.1101
C 4.1365 7.3835 2.9535
H 2.1187 8.7614 5.6744
H 3.7033 7.9503 5.6686
H 3.4691 9.4773 4.7644
H 4.7626 6.8648 3.6801
H 4.5662 8.3544 2.7067
H 4.0489 6.7840 2.0495
C -2.7774 -0.8200 -8.7153
S -3.5251 -1.0208 -7.0928
O -2.4735 -0.7156 -6.0853
C -3.6760 -2.8104 -7.1722
H -2.5588 0.2363 -8.8582
H -1.8534 -1.3961 -8.7696
H -3.4785 -1.1533 -9.4803
H -2.6934 -3.2569 -7.3268
H -4.3485 -3.0810 -7.9861
H -4.0907 -3.1555 -6.2272
*
```

HOMO-LUMO gap, eV: 7.75
DFT total energy, Ha: -6586.7979
HOMO energy, eV: -10.01

Atom charges from the Mulliken analysis, given in e for atoms 1 to 8:
1 C -1.50
2 C -0.50
3 O 0.56
4 C 1.15
5 P 0.65
6 O -0.44
7 O -0.49
8 S -0.59